{
  "formula": "C39H62BN9O3PdS",
  "method": "wB97M-V/def2-TZVPD",
  "species": ["Pd", "C", "C", "C", "C", "C", "C", "C", "C", "C", "N", "N", "B", "N", "N", "C", "C", "C", "C", "C", "C", "C", "C", "C", "N", "N", "C", "C", "C", "C", "C", "C", "C", "C", "C", "H", "H", "H", "H", "H", "H", "H", "H", "H", "H", "H", "H", "H", "H", "H", "H", "H", "H", "H", "H", "H", "H", "H", "H", "H", "H", "H", "H", "H", "H", "H", "H", "H", "H", "H", "H", "H", "H", "H", "H", "H", "H", "H", "H", "H", "H", "N", "C", "N", "C", "C", "C", "C", "C", "H", "H", "H", "H", "H", "H", "H", "H", "H", "H", "N", "C", "C", "C", "C", "C", "C", "S", "O", "O", "O", "H", "H", "H", "H", "H", "H"],
  "xyz": [[-0.54703, -0.68212, -2.01798], [-3.44439, -2.56364, -0.75324], [-3.94396, -1.12640, -0.91354], [-3.95724, -0.69968, -2.37965], [-3.15434, -0.17440, -0.05356], [-3.61188, 0.47022, 1.10122], [-2.56154, 1.26165, 1.53052], [-2.76379, 2.25986, 2.65479], [-3.54578, 3.46131, 2.10495], [-1.59328, 2.76914, 3.48857], [-1.52883, 1.05153, 0.67280], [-1.90304, 0.17899, -0.30012], [-0.16701, 1.79598, 0.55327], [1.07404, 0.87229, 0.43530], [1.33385, 0.23991, -0.74474], [2.59291, -0.16908, -0.69677], [3.15700, 0.16012, 0.54940], [2.17540, 0.83421, 1.23652], [2.32260, 1.26215, 2.67957], [2.22166, 2.75686, 2.98691], [1.43452, 0.42313, 3.59785], [3.31314, -0.88005, -1.81544], [4.76460, -0.39336, -1.88991], [2.65368, -0.72463, -3.17576], [-0.22554, 2.77289, -0.65993], [-0.59436, 2.29242, -1.86828], [-0.52402, 3.29603, -2.72053], [-0.09950, 4.47117, -2.06995], [0.08179, 4.09152, -0.75216], [0.56529, 4.94382, 0.38543], [-0.38490, 6.11185, 0.65358], [1.97846, 5.45995, 0.10780], [-0.86954, 3.07092, -4.16227], [-2.07791, 3.90675, -4.58450], [0.32900, 3.34549, -5.06961], [-4.01588, -3.24631, -1.39080], [-2.39013, -2.61548, -1.03306], [-3.53035, -2.90003, 0.28289], [-4.97220, -1.07620, -0.53559], [-2.94130, -0.71381, -2.78386], [-4.57645, -1.38213, -2.97016], [-4.35149, 0.31364, -2.48599], [-4.58988, 0.40312, 1.55352], [-3.42426, 1.73077, 3.35009], [-2.94404, 3.98253, 1.35708], [-4.47200, 3.14759, 1.62396], [-3.78251, 4.16887, 2.90533], [-1.03206, 3.53978, 2.96089], [-1.99187, 3.22135, 4.40149], [-0.90084, 1.98088, 3.77641], [-0.02357, 2.41567, 1.55240], [4.13876, -0.07572, 0.92592], [3.35927, 0.99371, 2.90581], [1.19270, 3.10246, 3.05532], [2.69713, 2.95460, 3.95151], [2.73386, 3.35384, 2.23011], [0.38443, 0.50720, 3.30781], [1.69586, -0.63251, 3.53803], [1.53659, 0.73954, 4.63922], [3.34541, -1.94795, -1.55872], [4.78865, 0.67852, -2.10290], [5.30479, -0.56159, -0.95811], [5.29722, -0.91324, -2.69021], [2.60533, 0.33081, -3.45884], [3.23341, -1.26050, -3.93339], [1.62903, -1.08764, -3.18186], [0.06202, 5.45129, -2.49260], [0.60729, 4.32169, 1.27489], [-0.43317, 6.77248, -0.21624], [-1.39693, 5.76128, 0.85690], [-0.04508, 6.70091, 1.51000], [1.98288, 6.10897, -0.77191], [2.35770, 6.03428, 0.95801], [2.66457, 4.63421, -0.08515], [-1.12838, 2.01140, -4.23753], [-1.86643, 4.97471, -4.47640], [-2.34025, 3.71890, -5.62959], [-2.94392, 3.67425, -3.96316], [0.64935, 4.38819, -4.98449], [1.17253, 2.71278, -4.79142], [0.08091, 3.15300, -6.11718], [-0.61139, -1.99849, -3.63616], [-0.46833, -2.95601, -2.97464], [-0.49242, -4.11200, -2.32404], [0.30100, -4.31848, -1.10942], [-0.51256, -5.10308, -0.07715], [-1.52246, -6.04307, -0.74950], [-1.01024, -6.49024, -2.11329], [-0.95206, -5.29195, -3.05651], [0.55982, -3.33089, -0.73801], [1.23167, -4.83897, -1.36743], [-1.02774, -4.39129, 0.56665], [0.17808, -5.66630, 0.55376], [-2.47467, -5.52134, -0.88829], [-1.72341, -6.90280, -0.10750], [-1.64781, -7.25644, -2.56046], [-0.01520, -6.93232, -2.00510], [-1.94986, -5.07252, -3.44695], [-0.29677, -5.50015, -3.91232], [-0.49267, -2.07270, 1.27594], [0.44899, -2.55335, 2.18228], [0.08379, -2.84450, 3.50168], [1.00236, -3.37234, 4.39165], [2.30862, -3.64105, 3.99585], [2.67386, -3.35748, 2.68984], [1.76051, -2.81942, 1.78996], [3.46447, -4.35876, 5.16195], [2.98865, -5.72475, 5.36052], [4.76135, -4.27476, 4.49930], [3.34469, -3.52698, 6.35546], [-0.13521, -1.57817, 0.46297], [-1.25618, -1.55312, 1.68556], [-0.93116, -2.63388, 3.82541], [0.71177, -3.57552, 5.41521], [3.69699, -3.54435, 2.38859], [2.07675, -2.55950, 0.78523]],
  "forces_ev_per_a": [[-0.07, -0.20, 0.32], [0.03, 0.00, -0.01], [0.02, -0.04, 0.06], [-0.01, 0.02, -0.03], [-0.05, -0.04, -0.01], [0.03, 0.03, 0.01], [0.01, -0.05, 0.06], [-0.02, 0.06, -0.07], [0.03, 0.05, 0.00], [0.04, -0.02, 0.03], [-0.07, 0.13, -0.14], [0.09, -0.16, 0.20], [0.04, 0.02, 0.08], [-0.03, -0.02, -0.11], [0.26, 0.23, -0.05], [0.03, -0.08, 0.14], [0.04, 0.17, -0.07], [-0.04, -0.09, 0.13], [0.04, -0.07, -0.05], [0.01, 0.08, -0.03], [-0.08, -0.05, -0.01], [0.03, -0.03, 0.05], [0.00, -0.01, 0.03], [-0.04, 0.11, -0.06], [-0.03, -0.02, -0.07], [-0.04, 0.05, 0.02], [-0.01, 0.00, -0.04], [-0.01, -0.03, 0.02], [0.03, -0.04, -0.02], [0.00, 0.00, -0.06], [-0.01, 0.02, -0.02], [0.05, 0.01, 0.01], [-0.01, -0.01, 0.01], [-0.01, 0.02, 0.00], [0.02, 0.01, -0.01], [0.01, 0.01, 0.00], [0.01, 0.00, -0.03], [0.00, 0.01, 0.00], [0.00, -0.02, 0.01], [0.01, 0.00, 0.01], [-0.01, 0.01, 0.01], [-0.01, 0.00, 0.00], [0.00, -0.02, 0.00], [-0.03, 0.01, -0.03], [0.02, 0.00, -0.02], [0.00, -0.01, 0.01], [0.00, 0.00, 0.00], [0.02, 0.00, -0.01], [0.01, 0.00, -0.01], [-0.03, 0.02, -0.01], [-0.02, 0.10, 0.07], [0.00, 0.00, 0.01], [-0.03, -0.07, 0.01], [-0.04, -0.01, -0.02], [-0.01, 0.00, 0.00], [0.01, 0.01, -0.02], [0.04, 0.01, -0.01], [0.06, 0.03, 0.02], [0.00, 0.02, 0.00], [-0.06, -0.02, -0.05], [0.00, 0.00, 0.00], [0.00, -0.01, 0.00], [0.00, -0.01, 0.00], [0.06, 0.01, 0.02], [-0.02, 0.00, 0.00], [-0.04, -0.06, 0.01], [0.00, 0.00, 0.00], [-0.02, -0.06, 0.09], [0.00, -0.01, 0.01], [-0.02, -0.03, 0.02], [0.01, 0.00, 0.00], [0.00, -0.01, 0.00], [0.00, 0.00, 0.00], [-0.01, -0.01, 0.01], [0.00, -0.01, -0.01], [0.01, 0.00, 0.00], [0.00, -0.01, 0.00], [0.00, -0.01, 0.00], [-0.01, 0.00, 0.00], [0.00, -0.01, 0.00], [0.00, -0.01, 0.00], [0.05, -0.05, -1.37], [-0.21, 0.54, 1.27], [-0.02, -0.32, -0.24], [-0.02, -0.04, -0.16], [0.02, 0.04, 0.03], [-0.04, -0.01, 0.00], [0.02, -0.03, -0.02], [0.09, 0.00, 0.01], [0.03, 0.00, 0.01], [0.02, 0.00, 0.04], [0.00, -0.01, 0.02], [0.01, 0.00, 0.00], [0.01, 0.00, -0.01], [0.00, -0.01, 0.00], [-0.02, 0.00, 0.02], [0.00, 0.01, 0.01], [0.00, 0.00, 0.00], [-0.01, -0.01, -0.01], [-0.04, 0.11, 0.04], [-0.01, -0.11, -0.01], [-0.01, -0.03, -0.05], [-0.02, -0.01, 0.03], [-0.06, 0.01, -0.02], [0.03, 0.04, -0.01], [0.01, 0.01, 0.00], [0.00, 0.01, 0.01], [0.00, -0.02, -0.01], [0.00, 0.00, 0.01], [0.01, 0.00, 0.00], [0.00, 0.00, 0.01], [0.01, 0.00, 0.00], [0.00, 0.00, 0.00], [0.02, -0.01, 0.01], [0.00, -0.01, 0.01], [0.00, 0.00, 0.02]],
  "e_tot_ha": -2792.91559,
  "homo_energy_ev": -1.38,
  "charge": -2,
  "fmax_ev_per_a": 1.4,
  "gap_ev": 5.4
}